Molecular formula: C3H8O2S2
Method: DFT, the ωB97M-V functional and the def2-TZVPD basis

The frontier orbital gap comes out at 0.3636 Eh. As for the SMILES: O=[S@H](O)=S.C=CC. The calculation puts the max |F| at 3.7 eV Å⁻¹. The HOMO energy is -0.351 Eh. The calculation puts the LUMO energy at 0.3 eV. Its spin multiplicity is 1. Its calculated total energy is -1065.83822 Eh.

Geometry (Å):
S1 2.39877 1.54633 -0.41877
S2 2.27053 -0.24515 0.09507
O1 3.65617 -1.10703 0.09727
O2 1.52877 -0.64287 1.24693
C1 -0.95119 0.33003 -1.17109
C2 -1.05859 -0.23428 -0.01364
C3 -1.64711 0.49086 1.16885
H1 -0.32902 -0.23456 -1.90677
H2 -0.66010 0.76445 1.66932
H3 -2.49350 0.03398 1.66752
H4 3.85831 -1.69191 0.80898
H5 -1.76929 1.52333 0.73707
H6 -0.60941 -1.16992 0.03073
H7 -1.38655 1.29211 -1.35776
H8 1.84316 -1.03233 -1.04328

=====

Molecular formula: C3H8O2SSi
Method: DFT, the ωB97M-V functional and the def2-TZVPD basis

The frontier orbital gap (spin up / spin down) comes out at 0.2600 / 0.2686 Eh. The calculation puts the max |F| at 3.7 eV Å⁻¹. The HOMO energy (spin up / spin down) is -0.240 / -0.248 Eh. The calculation puts the LUMO energy (spin up / spin down) at 0.6 / 0.6 eV. Its spin multiplicity is 1. Its calculated total energy is -957.11355 Eh.

Geometry (Å):
S1 -3.66848 0.09735 0.32765
Si1 2.62657 0.64523 0.09873
O1 -1.21659 1.36242 -0.17831
O2 0.97403 0.95808 -0.01141
C1 -0.36264 0.46291 0.03367
C2 -2.60345 1.35753 -0.29112
C3 -0.54875 -1.00745 0.23916
H1 -3.53249 -0.68952 -0.74881
H2 2.99206 1.25524 1.40262
H3 -0.16283 -1.71606 -0.47701
H4 2.65783 -0.83043 0.22110
H5 -1.52759 -0.98121 0.74084
H6 -3.01007 2.33284 -0.02277
H7 0.12440 -1.34320 0.99068
H8 3.12545 0.93787 -1.18128

=====

Molecular formula: C3H8O2Si
Method: DFT, the ωB97M-V functional and the def2-TZVPD basis

The frontier orbital gap comes out at 0.3541 Eh. The calculation puts the max |F| at 5.4 eV Å⁻¹. The HOMO energy is -0.335 Eh. The calculation puts the LUMO energy at 0.5 eV. Its spin multiplicity is 1. Its calculated total energy is -559.00459 Eh.

Geometry (Å):
Si1 -0.00012 -0.87507 -0.73635
O1 -2.30856 0.33616 0.33443
O2 0.72157 -0.69792 -2.18176
C1 -1.40951 0.37164 -0.82413
C2 1.24875 0.77553 1.75197
C3 1.54822 -0.19983 0.90944
H1 0.16390 1.01330 1.77119
H2 -2.13915 0.85587 1.10262
H3 -2.06616 0.30197 -1.60712
H4 1.05522 -1.48500 -2.71564
H5 -0.42111 -2.20132 -0.39656
H6 2.39324 -0.76321 0.99998
H7 2.07243 1.13454 2.42966
H8 -0.85873 1.43333 -0.83774

=====

Molecular formula: C3H8O3
Method: DFT, the ωB97M-V functional and the def2-TZVPD basis

The frontier orbital gap comes out at 0.4079 Eh. As for the SMILES: CC(=O)O.CO. The calculation puts the max |F| at 0.7 eV Å⁻¹. The HOMO energy is -0.381 Eh. The calculation puts the LUMO energy at 0.7 eV. Its spin multiplicity is 1. Its calculated total energy is -344.82257 Eh.

Geometry (Å):
O1 0.96130 -0.11128 -1.97800
O2 0.43155 2.79769 1.80656
O3 0.83542 -2.31781 -1.98786
C1 0.12308 1.42047 1.83118
C2 0.34519 -1.10216 -1.70828
C3 -0.98313 -1.17874 -1.03897
H1 0.40114 0.98963 0.87407
H2 0.67527 0.90105 2.61671
H3 -1.73479 -1.56118 -1.72976
H4 1.68627 -2.18701 -2.42738
H5 -0.90783 -1.84565 -0.18440
H6 -1.35726 -0.19527 -0.77233
H7 -0.94458 1.26202 1.99324
H8 0.46838 3.12824 2.70523

=====

Molecular formula: C3H8O3
Method: DFT, the ωB97M-V functional and the def2-TZVPD basis

The frontier orbital gap comes out at 0.4042 Eh. As for the SMILES: O=CCCO.O. The calculation puts the max |F| at 1.0 eV Å⁻¹. The HOMO energy is -0.379 Eh. The calculation puts the LUMO energy at 0.7 eV. Its spin multiplicity is 1. Its calculated total energy is -344.79778 Eh.

Geometry (Å):
O1 -0.29420 -3.06905 -0.01447
O2 -1.36847 -0.63342 1.39089
O3 0.34470 1.39387 -1.98452
C1 0.63664 1.57648 -0.59153
C2 -0.58496 0.26261 1.18030
C3 0.52735 0.23831 0.17389
H1 -0.61294 1.47701 -2.09451
H2 1.47024 0.01718 0.69077
H3 1.65320 1.95801 -0.56075
H4 -0.74841 1.23806 1.68279
H5 0.44583 -0.58341 -0.53882
H6 -0.59526 -3.83432 0.48742
H7 -0.06123 2.29927 -0.17702
H8 -0.81248 -2.34059 0.35556

=====

Molecular formula: C3H8O3S
Method: DFT, the ωB97M-V functional and the def2-TZVPD basis

The frontier orbital gap comes out at 0.3600 Eh. As for the SMILES: O=C(O)CCS.O. The calculation puts the max |F| at 3.5 eV Å⁻¹. The HOMO energy is -0.342 Eh. The calculation puts the LUMO energy at 0.5 eV. Its spin multiplicity is 1. Its calculated total energy is -742.96433 Eh.

Geometry (Å):
S1 1.20050 1.05238 -1.77158
O1 -4.73146 3.19958 -0.23593
O2 0.39797 -3.01896 0.75728
O3 1.39825 -1.32815 1.97803
C1 0.55650 -1.84348 0.89129
C2 0.02267 -0.69889 0.13236
C3 1.06218 0.37209 0.08072
H1 0.61899 1.03825 0.80130
H2 -5.50763 2.97939 -0.81071
H3 -0.80400 -0.11269 0.73995
H4 2.07908 -0.00029 0.37506
H5 -0.45830 -1.24419 -0.65340
H6 1.74364 -2.20287 2.26058
H7 1.77107 2.34548 -1.50047
H8 -5.01708 2.56077 0.51192

=====

Molecular formula: C3H8O3S2
Method: DFT, the ωB97M-V functional and the def2-TZVPD basis

The frontier orbital gap comes out at 0.3263 Eh. As for the SMILES: O=C(O)CCSS.O. The calculation puts the max |F| at 3.4 eV Å⁻¹. The HOMO energy is -0.310 Eh. The calculation puts the LUMO energy at 0.4 eV. Its spin multiplicity is 1. Its calculated total energy is -1141.17378 Eh.

Geometry (Å):
S1 0.09147 1.32220 1.47500
S2 1.45354 2.56352 0.58905
O1 -0.81242 -2.62194 -1.18901
O2 -2.61301 -1.34337 -0.91373
O3 2.22219 -2.71302 -0.38216
C1 -0.97896 0.96384 -0.01800
C2 -1.43559 -1.44249 -0.94099
C3 -0.37572 -0.24512 -0.62402
H1 0.30047 0.00205 -1.48311
H2 -2.00526 0.80869 0.21075
H3 1.47465 -2.95030 0.10712
H4 -1.50912 -3.36287 -1.36892
H5 -1.16086 1.87995 -0.56119
H6 0.36824 -0.71790 -0.00034
H7 2.88751 -2.11624 0.01518
H8 1.29185 2.05459 -0.56680

=====

Molecular formula: C3H8OS
Method: DFT, the ωB97M-V functional and the def2-TZVPD basis

The frontier orbital gap comes out at 0.3526 Eh. As for the SMILES: CC=O.CS. The calculation puts the max |F| at 3.3 eV Å⁻¹. The HOMO energy is -0.323 Eh. The calculation puts the LUMO energy at 0.8 eV. Its spin multiplicity is 1. Its calculated total energy is -592.47791 Eh.

Geometry (Å):
S1 -0.83432 -2.01813 2.04685
O1 1.24727 1.58901 -0.62148
C1 0.79606 1.25866 -1.70061
C2 -1.22026 -0.45634 1.39656
C3 1.07418 1.86854 -3.10998
H1 0.09532 -2.29068 1.13639
H2 1.17203 1.01715 -3.66431
H3 -1.12086 0.29458 2.14901
H4 -0.64928 -0.22502 0.55141
H5 0.12627 0.35059 -1.78549
H6 0.18321 2.39935 -3.66865
H7 1.96595 2.49995 -3.13095
H8 -2.30160 -0.49296 1.11900

=====

Molecular formula: C3H8OS
Method: DFT, the ωB97M-V functional and the def2-TZVPD basis

The frontier orbital gap comes out at 0.3398 Eh. As for the SMILES: C=CO.CS. The calculation puts the max |F| at 1.3 eV Å⁻¹. The HOMO energy is -0.312 Eh. The calculation puts the LUMO energy at 0.7 eV. Its spin multiplicity is 1. Its calculated total energy is -592.45283 Eh.

Geometry (Å):
S1 0.41878 -2.17868 0.05084
O1 -1.61067 0.04869 0.77312
C1 1.93072 -1.15811 0.05926
C2 -1.89124 1.05610 -0.09403
C3 -0.99088 1.89483 -0.65236
H1 0.42206 -2.36835 1.41029
H2 2.71937 -1.74294 -0.42161
H3 -0.66156 -0.09994 0.61044
H4 2.21769 -0.75949 1.02604
H5 1.73638 -0.28407 -0.56457
H6 -1.24304 2.11890 -1.68152
H7 -2.95888 1.13530 -0.25851
H8 -0.08874 2.33776 -0.25741

=====

Molecular formula: C3H8OS
Method: DFT, the ωB97M-V functional and the def2-TZVPD basis

The frontier orbital gap comes out at 0.3380 Eh. As for the SMILES: CC=O.CS. The calculation puts the max |F| at 5.4 eV Å⁻¹. The HOMO energy is -0.312 Eh. The calculation puts the LUMO energy at 0.7 eV. Its spin multiplicity is 1. Its calculated total energy is -592.41476 Eh.

Geometry (Å):
S1 -1.20397 -0.50587 -1.38207
O1 1.25148 1.07044 0.04721
C1 1.58609 1.47052 1.17866
C2 -2.52693 -1.68654 -0.55742
C3 2.36342 0.57229 2.01425
H1 0.19328 -0.15877 -1.12520
H2 2.36587 -0.44040 1.45557
H3 1.80964 0.44410 3.02788
H4 1.26226 2.51334 1.49029
H5 -1.87623 -2.47420 -0.12922
H6 -3.32754 -1.46690 0.33551
H7 3.32794 1.04847 2.21970
H8 -3.03897 -2.07272 -1.35211

=====

Molecular formula: C3H8OS
Method: DFT, the ωB97M-V functional and the def2-TZVPD basis

The frontier orbital gap comes out at 0.3703 Eh. As for the SMILES: OCCCS. The calculation puts the max |F| at 2.2 eV Å⁻¹. The HOMO energy is -0.339 Eh. The calculation puts the LUMO energy at 0.8 eV. Its spin multiplicity is 1. Its calculated total energy is -592.50249 Eh.

Geometry (Å):
S1 -0.11125 1.12205 -1.63987
O1 1.04901 -1.05545 2.29520
C1 -0.32255 -0.88744 0.32656
C2 -1.11628 -0.00895 -0.59732
C3 0.57014 -0.10587 1.34463
H1 0.30659 -1.49934 -0.30731
H2 1.42191 0.51972 1.01179
H3 -0.96684 -1.54739 0.86773
H4 1.15426 -1.88321 1.79298
H5 0.05505 0.63703 1.95720
H6 0.23856 0.27644 -2.58405
H7 -1.76505 -0.63161 -1.23117
H8 -1.84435 0.63270 -0.07406

=====

Molecular formula: C3H8OS2
Method: DFT, the ωB97M-V functional and the def2-TZVPD basis

The frontier orbital gap (spin up / spin down) comes out at 0.1236 / 0.2490 Eh. The calculation puts the max |F| at 3.0 eV Å⁻¹. The HOMO energy (spin up / spin down) is -0.002 / -0.128 Eh. The calculation puts the LUMO energy (spin up / spin down) at 3.3 / 3.3 eV. As for the net charge: -1. Its spin multiplicity is 2. Its calculated total energy is -990.69004 Eh.

Geometry (Å):
S1 -1.45269 1.35277 1.54660
S2 0.08580 1.70354 3.09380
O1 0.05163 -1.44753 -2.32163
C1 -0.47589 1.02402 0.02362
C2 -0.07754 -0.43818 -0.07071
C3 0.77598 -0.73788 -1.30192
H1 -0.12016 -2.34358 -2.02078
H2 -0.23719 0.66254 3.87010
H3 1.65079 -1.36212 -1.07788
H4 -1.14315 1.37319 -0.75146
H5 0.33853 1.76814 0.08892
H6 -1.01495 -0.97305 -0.13958
H7 1.19163 0.14315 -1.79859
H8 0.42720 -0.72500 0.85953